Entry i
DFT (wB97M-V/def2-TZVPD) results for C4H4N2S in the gas phase.

The SMILES is CC(S)(C#N)C#N. The molar mass is 112.16 u. Its spin multiplicity is 1. The highest occupied orbital energy is -10.2 eV. The HOMO-LUMO gap is 9.2 eV.

Last column: natural (NBO) charge in e.
Atoms and positions in Å:
C  1.336  0.443  -0.168  -0.589
C  -0.041  -0.195  -0.150  -0.198
S  -0.405  -1.333  1.623  -0.048
C  -0.875  0.854  0.314  0.238
N  -1.590  1.663  0.665  -0.277
C  -0.673  -0.783  -1.217  0.231
N  -0.991  -1.055  -2.279  -0.219
H  2.107  -0.251  -0.077  0.233
H  1.382  1.106  0.687  0.246
H  1.454  0.939  -1.106  0.246
H  -1.703  -1.388  1.709  0.139

Entry ii
DFT (wB97M-V/def2-TZVPD) results for C4H4N2S in the gas phase.

The SMILES is C#C/C=N\NC=S. The molar mass is 112.16 u. Its spin multiplicity is 1. The highest occupied orbital energy is -8.6 eV. The HOMO-LUMO gap is 7.9 eV.

Last column: natural (NBO) charge in e.
Atoms and positions in Å:
C  0.773  -2.549  -1.723  -0.171
C  1.303  -1.568  -1.100  -0.126
C  1.880  -0.902  -0.006  -0.093
N  1.215  -0.124  0.917  -0.136
N  0.034  0.221  0.358  -0.431
C  -0.713  1.145  0.976  -0.140
S  -1.956  1.613  0.196  -0.027
H  0.775  -3.344  -2.510  0.261
H  2.796  -1.366  0.202  0.221
H  -0.175  0.009  -0.667  0.413
H  -0.310  1.458  2.034  0.230

Entry iii
DFT (wB97M-V/def2-TZVPD) results for C4H4N2S in the gas phase.

The SMILES is S=Nc1ccc[nH]1. The molar mass is 112.16 u. Its spin multiplicity is 1. The highest occupied orbital energy is -8.1 eV. The HOMO-LUMO gap is 6.8 eV.

Last column: natural (NBO) charge in e.
Atoms and positions in Å:
S  -0.971  2.635  1.803  0.194
N  0.198  1.588  1.484  -0.506
C  0.027  0.626  0.561  0.185
C  -0.990  0.230  -0.313  -0.225
C  -0.517  -0.875  -1.034  -0.301
C  0.777  -1.139  -0.590  0.001
N  1.095  -0.240  0.353  -0.469
H  -1.959  0.711  -0.414  0.243
H  -1.048  -1.439  -1.831  0.234
H  1.443  -1.911  -0.886  0.217
H  1.948  -0.186  0.867  0.427

Energy comparison, zero being the most stable, in eV: entry i 1.105; entry ii 3.335; entry iii 0.000.

Entry i
DFT (wB97M-V/def2-TZVPD) results for a 8-piece molecular cluster, C9H34O8 overall.

The SMILES is CC(C)O.CC(C)O.CC(C)O.O.O.O.O.O. The molar mass is 270.36 u. Its spin multiplicity is 1. The highest occupied orbital energy is -10.1 eV. The HOMO-LUMO gap is 10.2 eV.

Last column: natural (NBO) charge in e.
Atoms and positions in Å:
C  3.574  -3.142  -3.532  -0.623
C  4.090  -3.030  -2.126  0.093
C  3.087  -2.376  -1.187  -0.636
O  4.395  -4.365  -1.684  -0.728
H  2.590  -3.609  -3.534  0.218
H  4.249  -3.767  -4.121  0.216
H  3.556  -2.171  -4.023  0.214
H  5.015  -2.441  -2.110  0.151
H  2.631  -1.486  -1.631  0.227
H  3.592  -2.111  -0.254  0.190
H  2.223  -3.005  -0.969  0.216
H  4.903  -4.287  -0.871  0.459
C  -2.485  0.607  3.009  -0.636
C  -3.229  1.767  2.351  0.084
C  -4.468  2.147  3.162  -0.630
O  -2.345  2.920  2.297  -0.741
H  -2.108  0.879  4.002  0.191
H  -1.597  0.352  2.422  0.217
H  -3.117  -0.273  3.104  0.234
H  -3.471  1.485  1.328  0.191
H  -5.318  1.503  2.935  0.217
H  -4.751  3.178  2.955  0.225
H  -4.239  2.050  4.225  0.201
H  -1.757  2.857  3.059  0.471
C  1.604  2.188  -0.440  -0.637
C  0.429  2.789  0.259  0.098
C  -0.060  4.081  -0.398  -0.632
O  -0.654  1.837  0.292  -0.796
H  2.521  2.730  -0.202  0.220
H  1.493  2.266  -1.526  0.214
H  1.752  1.141  -0.184  0.220
H  0.702  3.033  1.295  0.154
H  0.589  4.932  -0.181  0.208
H  -1.040  4.312  0.019  0.221
H  -0.080  3.954  -1.480  0.218
H  -1.291  2.193  0.933  0.509
O  0.006  -0.818  -0.370  -1.013
H  0.531  -1.319  0.271  0.495
H  -0.081  0.073  0.008  0.504
O  -1.716  1.467  -2.436  -0.946
H  -1.043  1.352  -1.755  0.477
H  -2.535  1.231  -1.992  0.465
O  -0.758  -2.415  -2.890  -0.948
H  -1.081  -3.289  -2.656  0.456
H  -0.643  -1.955  -2.050  0.489
O  -2.852  -1.495  0.495  -0.964
H  -2.921  -2.442  0.643  0.463
H  -1.934  -1.344  0.229  0.490
O  1.368  -2.384  1.583  -0.954
H  0.578  -2.895  1.790  0.479
H  2.096  -2.904  1.934  0.489

Entry ii
DFT (wB97M-V/def2-TZVPD) results for C9H34O8 as an isolated structure.

The molar mass is 270.36 u. Its spin multiplicity is 1. The highest occupied orbital energy is -9.3 eV. The HOMO-LUMO gap is 8.8 eV.

Last column: natural (NBO) charge in e.
Atoms and positions in Å:
O  15.839  -0.224  -8.295  -1.003
H  15.626  0.025  -9.195  0.442
H  15.128  -0.809  -8.034  0.423
O  12.329  -0.624  -11.884  -0.979
H  12.623  -0.264  -11.047  0.435
H  11.632  -1.236  -11.649  0.464
O  17.407  0.706  -10.199  -0.926
H  17.221  1.466  -9.648  0.429
H  16.544  0.359  -10.428  0.466
O  15.072  0.261  -10.194  -0.970
H  15.083  -0.164  -11.052  0.495
H  14.147  0.441  -10.027  0.487
O  12.830  0.138  -9.988  -0.832
H  12.701  -0.414  -9.217  0.532
H  12.025  0.651  -10.054  0.525
C  16.051  0.646  -12.995  -0.649
C  15.584  -0.728  -12.806  0.064
C  16.623  -1.579  -12.100  -0.640
O  14.476  -0.610  -11.980  -0.759
H  17.003  0.776  -13.510  0.228
H  16.279  1.115  -12.038  0.248
H  15.374  1.286  -13.562  0.204
H  15.274  -1.165  -13.756  0.187
H  16.123  -2.521  -11.876  0.193
H  16.947  -1.216  -11.125  0.243
H  17.512  -1.801  -12.691  0.229
H  13.718  -0.894  -12.495  0.563
C  13.825  -2.553  -10.791  -0.708
C  13.767  -3.742  -11.825  0.113
C  15.140  -4.420  -11.970  -0.632
O  12.792  -4.730  -11.481  -0.722
H  14.380  -1.754  -11.282  0.278
H  14.132  -2.985  -9.838  0.203
H  12.819  -2.166  -10.634  0.166
H  13.569  -3.321  -12.811  0.133
H  15.949  -3.710  -11.798  0.209
H  15.228  -4.849  -12.968  0.205
H  15.221  -5.209  -11.223  0.211
H  13.147  -5.556  -11.815  0.465
C  15.335  3.846  -12.460  -0.630
C  15.747  3.634  -10.968  0.111
C  14.815  2.601  -10.250  -0.640
O  17.022  3.212  -10.784  -0.680
H  15.027  2.894  -12.893  0.201
H  16.085  4.336  -13.081  0.221
H  14.498  4.536  -12.562  0.208
H  15.623  4.624  -10.528  0.141
H  14.462  1.736  -10.812  0.209
H  13.951  3.163  -9.896  0.194
H  15.321  2.146  -9.399  0.202
H  17.052  2.854  -9.894  0.443

Energy comparison, zero being the most stable, in eV: entry i 0.000; entry ii 12.490.

Entry i
DFT (wB97M-V/def2-TZVPD) results for a 2-piece molecular cluster, C5H11NO4 overall.

The molar mass is 149.15 u. Its spin multiplicity is 1. The highest occupied orbital energy (alpha / beta) is -9.6 / -9.6 eV. The HOMO-LUMO gap (alpha / beta) is 8.1 / 8.1 eV.

Last column: natural (NBO) charge in e.
Atoms and positions in Å:
C  -1.555  0.268  0.614  0.065
C  -1.610  -1.232  0.867  -0.635
C  -0.361  0.666  -0.308  0.731
O  -0.185  2.050  -0.260  -0.728
O  -2.754  0.743  0.028  -0.705
O  -0.406  0.143  -1.503  -0.625
H  0.195  2.294  -1.114  0.487
H  -2.756  0.446  -0.894  0.472
H  -1.444  0.818  1.551  0.184
H  -0.747  -1.569  1.440  0.214
H  -1.628  -1.770  -0.082  0.212
H  -2.518  -1.463  1.424  0.219
C  1.704  0.692  1.226  -0.265
C  1.848  -1.201  -1.909  -0.186
O  0.882  0.004  0.294  -0.504
N  1.664  -0.006  -1.622  0.001
H  1.722  1.770  1.073  0.205
H  1.339  0.476  2.235  0.185
H  2.710  0.283  1.113  0.195
H  1.212  -2.024  -1.590  0.238
H  2.689  -1.387  -2.584  0.239

Entry ii
DFT (wB97M-V/def2-TZVPD) results for a 2-piece molecular cluster, C5H11NO4 overall.

The SMILES is CNC(C)=O.COC(=O)O. The molar mass is 149.15 u. Its spin multiplicity is 1. The highest occupied orbital energy is -9.6 eV. The HOMO-LUMO gap is 10.2 eV.

Last column: natural (NBO) charge in e.
Atoms and positions in Å:
C  0.740  -1.639  -1.566  -0.417
N  0.436  -0.372  -0.919  -0.663
C  1.348  0.664  -1.032  0.689
C  0.922  1.957  -0.381  -0.722
O  2.423  0.498  -1.557  -0.602
H  0.027  -2.389  -1.231  0.213
H  0.693  -1.547  -2.654  0.195
H  1.752  -1.930  -1.286  0.218
H  -0.573  -0.136  -0.849  0.417
H  -0.113  2.202  -0.611  0.210
H  1.579  2.755  -0.713  0.238
H  1.020  1.841  0.698  0.262
C  -2.231  0.693  1.220  -0.263
O  -1.591  -0.497  0.781  -0.566
C  -0.278  -0.754  1.272  1.019
O  0.345  0.023  1.940  -0.643
O  -0.049  -2.069  1.201  -0.680
H  -1.557  1.272  1.854  0.213
H  -2.516  1.284  0.346  0.180
H  -3.127  0.420  1.778  0.193
H  0.750  -2.274  1.708  0.508

Entry iii
DFT (wB97M-V/def2-TZVPD) results for C5H11NO4 in the gas phase.

The SMILES is CC[C@@H](O)CCOON=O. The molar mass is 149.15 u. Its spin multiplicity is 1. The highest occupied orbital energy is -10.4 eV. The HOMO-LUMO gap is 8.7 eV.

Last column: natural (NBO) charge in e.
Atoms and positions in Å:
C  1.557  0.949  -2.952  -0.606
C  0.572  1.049  -1.777  -0.416
C  0.706  -0.048  -0.719  0.109
O  2.019  -0.050  -0.115  -0.724
C  -0.415  0.077  0.317  -0.441
C  -0.631  -0.905  1.483  -0.080
O  -1.849  -0.576  2.181  -0.236
O  -1.775  -1.556  3.461  -0.217
N  -2.984  -1.882  3.916  0.354
O  -3.470  -1.029  4.625  -0.224
H  1.354  1.763  -3.685  0.215
H  2.599  1.005  -2.570  0.216
H  1.408  -0.023  -3.440  0.206
H  0.667  2.014  -1.295  0.193
H  -0.452  1.025  -2.148  0.207
H  0.640  -1.036  -1.230  0.178
H  2.254  0.854  0.158  0.463
H  -0.301  1.069  0.787  0.204
H  -1.357  0.117  -0.256  0.217
H  -0.784  -1.924  1.082  0.180
H  0.243  -0.894  2.176  0.202

Energy comparison, zero being the most stable, in eV: entry i 5.149; entry ii 0.000; entry iii 7.025.

Entry i
DFT (wB97M-V/def2-TZVPD) results for a 2-piece molecular cluster, C5H14NO overall.

Its total charge is +1. The molar mass is 104.17 u. Its spin multiplicity is 1. The highest occupied orbital energy is -14.9 eV. The HOMO-LUMO gap is 10.1 eV.

Last column: natural (NBO) charge in e.
Atoms and positions in Å:
C  -2.588  -2.620  -0.299  -0.611
C  -2.174  -1.147  -0.119  -0.410
C  -0.699  -0.966  -0.518  -0.449
C  0.287  -0.257  0.409  -0.241
C  -0.078  2.000  -0.468  0.111
N  0.652  1.156  0.112  -0.374
H  -3.461  -2.888  0.303  0.230
H  -2.763  -2.856  -1.342  0.218
H  -1.883  -3.307  0.180  0.212
H  -2.757  -0.527  -0.790  0.220
H  -2.169  -0.977  0.963  0.205
H  -0.188  -1.889  -0.820  0.250
H  -0.679  -0.548  -1.536  0.220
H  -0.253  -0.243  1.363  0.241
H  1.241  -0.766  0.467  0.245
H  0.105  2.949  -0.955  0.248
H  -1.057  1.681  -0.844  0.211
H  1.554  1.448  0.488  0.467
H  4.431  1.849  1.506  0.496
H  4.311  1.694  0.009  0.487
O  3.779  1.667  0.825  -0.975

Entry ii
DFT (wB97M-V/def2-TZVPD) results for a 2-piece molecular cluster, C5H14NO overall.

Its total charge is +1. The molar mass is 104.17 u. Its spin multiplicity is 1. The highest occupied orbital energy is -12.8 eV. The HOMO-LUMO gap is 9.4 eV.

Last column: natural (NBO) charge in e.
Atoms and positions in Å:
C  -1.029  -0.706  1.211  -0.219
C  0.193  -1.240  0.455  -0.451
C  1.242  -0.258  0.055  -0.044
C  1.898  -0.394  -1.124  -0.329
C  1.712  0.730  1.067  -0.725
N  -1.596  0.482  0.447  -0.681
H  -1.711  -1.516  1.214  0.235
H  -0.772  -0.422  2.218  0.232
H  -0.138  -1.834  -0.425  0.228
H  0.698  -1.862  1.224  0.258
H  1.361  -1.035  -1.815  0.186
H  2.661  0.203  -1.459  0.214
H  1.592  0.579  2.215  0.234
H  2.684  1.242  1.038  0.275
H  1.335  1.792  0.833  0.226
H  -0.959  1.221  0.452  0.436
H  -1.733  0.088  -0.502  0.470
H  -2.488  0.872  0.714  0.433
H  -1.358  -0.064  -2.990  0.519
H  -2.165  1.437  -2.437  0.525
O  -1.429  0.683  -2.390  -1.020

Entry iii
DFT (wB97M-V/def2-TZVPD) results for an isolated ion of composition C5H14NO and charge +1.

Its total charge is +1. The SMILES is CC(C)[C@@H](O)C[NH3+]. The molar mass is 104.17 u. Its spin multiplicity is 1. The highest occupied orbital energy is -14.3 eV. The HOMO-LUMO gap is 10.8 eV.

Last column: natural (NBO) charge in e.
Atoms and positions in Å:
C  1.514  -1.200  0.343  -0.650
C  0.865  -0.054  -0.370  -0.256
C  1.726  1.216  -0.511  -0.611
C  -0.319  0.335  0.691  0.097
O  -0.961  1.607  0.397  -0.764
C  -1.493  -0.694  0.363  -0.294
N  -2.192  -0.222  -0.834  -0.684
H  1.261  -2.132  -0.139  0.226
H  1.168  -1.410  1.416  0.218
H  2.631  -1.170  0.228  0.250
H  0.425  -0.313  -1.372  0.190
H  1.552  1.836  0.433  0.203
H  2.834  0.749  -0.454  0.227
H  1.564  1.816  -1.435  0.239
H  0.105  0.280  1.721  0.225
H  -0.625  2.173  1.067  0.502
H  -0.899  -1.664  0.278  0.245
H  -2.112  -0.913  1.241  0.245
H  -3.005  0.338  -0.477  0.464
H  -2.485  -1.038  -1.347  0.456
H  -1.554  0.460  -1.238  0.472

Entry iv
DFT (wB97M-V/def2-TZVPD) results for a 2-piece molecular cluster, C5H14NO overall.

Its total charge is +1. The molar mass is 104.17 u. Its spin multiplicity is 1. The highest occupied orbital energy is -14.0 eV. The HOMO-LUMO gap is 10.7 eV.

Last column: natural (NBO) charge in e.
Atoms and positions in Å:
C  -0.647  -2.125  -0.011  -0.624
C  -0.909  -1.442  1.343  -0.381
C  -1.683  -0.073  1.225  -0.453
C  -1.098  0.827  0.168  -0.109
C  0.173  1.191  0.089  -0.109
N  0.584  2.025  -1.043  -0.690
H  -1.128  -3.100  -0.047  0.238
H  -1.094  -1.518  -0.802  0.191
H  0.417  -2.072  -0.253  0.213
H  -1.473  -2.035  2.069  0.229
H  0.018  -1.229  1.896  0.196
H  -2.738  -0.208  0.981  0.229
H  -1.476  0.340  2.213  0.242
H  -1.815  0.998  -0.630  0.216
H  0.939  0.924  0.801  0.242
H  1.059  2.886  -0.747  0.435
H  1.280  1.530  -1.624  0.477
H  -0.204  2.426  -1.554  0.443
H  3.124  -0.367  -1.912  0.508
H  3.727  0.636  -0.840  0.501
O  2.943  0.386  -1.323  -0.992

Energy comparison, zero being the most stable, in eV: entry i 0.527; entry ii 0.938; entry iii 0.782; entry iv 0.000.